Entry w
2 unconnected molecules or ions with the total composition C5H9ClN2. Source: OMol25; level of theory: the ωB97M-V functional and the def2-TZVPD basis.

Results
Lowest unoccupied orbital energy (alpha / beta) (eV): 0.7 / 0.7
Multiplicity: 1
Frontier orbital gap (alpha / beta) (eV): 8.28 / 8.28

Atoms and positions in Å:
Cl1 -1.8007 2.1071 0.0570
N1 -3.2810 -0.9037 -0.3381
N2 0.4062 0.5596 0.1309
C1 -1.2023 -2.3019 0.2343
C2 1.3939 1.6131 0.2403
C3 -0.8056 0.7090 0.0607
C4 -2.1486 -1.2402 -0.0715
C5 2.7129 1.1596 -0.3677
H1 2.5866 0.9430 -1.4248
H2 1.5293 1.8231 1.3068
H3 -0.2167 -2.0413 -0.1455
H4 3.4577 1.9439 -0.2507
H5 -1.1278 -2.3839 1.3179
H6 -4.0783 -1.5204 -0.4581
H7 -1.5299 -3.2596 -0.1775
H8 3.0662 0.2611 0.1310
H9 1.0381 2.5312 -0.2451

---

Entry x
3 unconnected molecules or ions with the total composition C5H9ClN2. Source: OMol25; level of theory: the ωB97M-V functional and the def2-TZVPD basis.

Results
Lowest unoccupied orbital energy (eV): 0.8
Multiplicity: 1
Frontier orbital gap (eV): 11.07

Atoms and positions in Å:
Cl1 3.6749 0.7076 -0.3842
N1 -0.0941 1.3827 -0.0945
N2 0.0952 -1.6195 -1.1374
C1 -1.3724 1.4554 -0.7376
C2 -2.5533 1.3485 0.2604
C3 0.9223 1.3578 0.4735
C4 1.6730 -2.6369 0.6406
C5 0.8093 -2.1197 -0.4111
H1 -3.4799 1.4116 -0.1850
H2 2.2823 1.0578 -0.1738
H3 1.7907 -3.6187 0.7337
H4 2.6543 -2.2490 0.5639
H5 1.2912 -2.1155 1.4681
H6 -2.3380 0.4082 0.7726
H7 -2.6199 2.1639 0.9025
H8 -1.3025 2.4584 -1.2473
H9 -1.4329 0.6077 -1.4443

---

Out of the structures above, which one is the least stable? Solution: entry w.